[1]
{
  "formula": "C7H11N",
  "method": "the ωB97M-V functional and the def2-TZVPD basis",
  "species": ["C", "C", "C", "C", "C", "C", "C", "N", "H", "H", "H", "H", "H", "H", "H", "H", "H", "H", "H"],
  "coordinates": [[3.0725, 0.0755, -0.5506], [1.8743, 0.1860, -0.2504], [0.4216, -0.0375, 0.2847], [0.3297, -0.5895, 1.5988], [-0.2303, -0.7900, -0.7153], [-1.3282, -1.5964, -0.5543], [-0.0384, 1.4157, 0.0251], [-1.6061, 1.4002, -0.1150], [3.9868, -0.3060, -1.1768], [0.1780, -1.7741, 1.2974], [-0.6762, -0.0504, 2.0881], [1.3233, -0.3775, 2.1763], [-0.2489, -0.2095, -1.8874], [-1.9739, -1.8296, -1.5883], [-1.8026, -2.0793, 0.3594], [0.4055, 1.7636, -1.0179], [0.4757, 1.6924, 1.0407], [-1.9977, 0.8319, -0.7444], [-2.1652, 2.2744, -0.2701]],
  "charge": 0,
  "smiles": "C#C[C@](C)(C=C)CN",
  "e_homo_ev": -9.15,
  "de_lowest_kcal_mol": 177.4,
  "homo_lumo_gap_ev": 10.05
}

[2]
{
  "formula": "C3H8N2O4S",
  "method": "the ωB97M-V functional and the def2-TZVPD basis",
  "species": ["C", "C", "C", "N", "N", "O", "O", "O", "O", "S", "H", "H", "H", "H", "H", "H", "H", "H"],
  "coordinates": [[0.2001, -1.2123, -1.5961], [0.4344, 1.6639, 3.1452], [-1.2663, -0.8739, -1.6889], [-0.6852, 1.2331, 2.3673], [-0.4896, 0.3600, 1.5357], [0.4946, -0.2882, 1.2686], [-1.6435, 0.0680, 0.7854], [-2.9462, 1.0753, -1.0602], [-0.5511, 1.5936, -0.8496], [-1.6173, 0.6530, -0.7856], [0.7920, -0.3601, -1.9194], [0.4785, -1.4454, -0.5717], [0.4391, -2.0691, -2.2217], [1.1922, 0.8865, 3.2579], [0.8813, 2.5231, 2.6400], [0.0546, 1.9882, 4.1107], [-1.9109, -1.6147, -1.2255], [-1.5874, -0.6785, -2.7079]],
  "charge": 0,
  "e_homo_ev": [-7.00, -10.86],
  "de_lowest_kcal_mol": 35.9,
  "spin_multiplicity": 3,
  "homo_lumo_gap_ev": [7.78, 8.06]
}

[3]
{
  "formula": "C6H9N",
  "method": "the ωB97M-V functional and the def2-TZVPD basis",
  "species": ["C", "C", "C", "C", "C", "C", "N", "H", "H", "H", "H", "H", "H", "H", "H", "H"],
  "coordinates": [[2.6326, 0.7950, 2.1530], [1.7061, 0.1978, 1.1805], [0.9531, -0.2922, 0.3782], [-0.0099, -0.8593, -0.5822], [-1.4467, -0.4313, -0.2983], [-2.3059, 0.8000, -1.3783], [-2.3692, -0.6316, -1.4192], [2.7984, 1.8570, 1.9393], [3.6057, 0.2919, 2.1289], [2.2400, 0.7158, 3.1732], [0.0318, -1.9572, -0.5611], [0.2444, -0.5625, -1.6077], [-1.8603, -0.8222, 0.6351], [-1.3733, 1.0475, -1.9316], [-1.5508, 0.7229, -0.0456], [-3.2710, -0.9278, -1.0475]],
  "charge": 0,
  "e_homo_ev": -8.42,
  "de_lowest_kcal_mol": 135.3,
  "homo_lumo_gap_ev": 9.31
}

[4]
{
  "formula": "C4H4N2O3",
  "method": "the ωB97M-V functional and the def2-TZVPD basis",
  "species": ["C", "C", "C", "C", "N", "N", "O", "O", "O", "H", "H", "H", "H"],
  "coordinates": [[0.3132, -0.0621, 0.1093], [0.9335, 1.1854, 0.2494], [1.4848, -0.8812, 0.1483], [-2.1222, 0.1384, -0.1616], [2.3598, 0.2486, 0.1137], [-0.8531, -0.5922, -0.1135], [0.8249, 2.3517, 0.3394], [1.6714, -2.0987, 0.0914], [3.5295, 0.5102, -0.2477], [-2.4399, 0.2253, 0.8089], [-2.0161, 1.0733, -0.5312], [-2.8424, -0.5250, -0.6417], [-0.8435, -1.5737, -0.1647]],
  "charge": 0,
  "e_homo_ev": [-8.90, -8.66],
  "de_lowest_kcal_mol": 101.6,
  "homo_lumo_gap_ev": [7.57, 7.83]
}

[5]
{
  "formula": "C39H69BrN12O9",
  "method": "the ωB97M-V functional and the def2-TZVPD basis",
  "species": ["C", "C", "N", "C", "C", "N", "C", "C", "H", "H", "H", "H", "H", "H", "H", "H", "H", "H", "H", "C", "C", "N", "C", "C", "N", "C", "C", "H", "H", "H", "H", "H", "H", "H", "H", "H", "H", "H", "C", "C", "N", "C", "C", "N", "C", "C", "H", "H", "H", "H", "H", "H", "H", "H", "H", "H", "H", "C", "C", "N", "C", "C", "N", "C", "C", "H", "H", "H", "H", "H", "H", "H", "H", "H", "H", "H", "C", "C", "N", "C", "C", "N", "C", "C", "H", "H", "H", "H", "H", "H", "H", "H", "H", "H", "H", "C", "C", "N", "C", "C", "N", "C", "C", "H", "H", "H", "H", "H", "H", "H", "H", "H", "H", "H", "Br", "O", "C", "O", "O", "H", "O", "C", "O", "O", "H", "O", "C", "O", "O", "H"],
  "coordinates": [[-4.3158, -0.4833, 3.9463], [-3.4096, -0.2942, 2.7334], [-4.0105, -0.9042, 1.5067], [-3.3088, -1.1878, 0.4072], [-4.0929, -1.8304, -0.5177], [-5.3253, -1.9232, 0.0447], [-5.2808, -1.2957, 1.3018], [-6.5550, -2.4873, -0.5668], [-4.5259, -1.5732, 4.0861], [-5.2862, -0.1670, 3.5953], [-4.0711, 0.1371, 4.8077], [-2.4636, -0.7990, 2.9305], [-3.1887, 0.8294, 2.6834], [-2.2246, -1.0503, 0.4101], [-3.7752, -2.0621, -1.5076], [-6.0107, -1.1474, 2.0720], [-7.1668, -1.6935, -0.7630], [-7.1625, -3.1404, 0.0753], [-6.2459, -3.0655, -1.4343], [5.5931, 1.6401, -4.3103], [6.1176, 0.3011, -3.8201], [4.9945, -0.6356, -3.8568], [4.2422, -0.9913, -4.9971], [3.1901, -1.6438, -4.4855], [3.1854, -1.5610, -3.1266], [4.3225, -0.9558, -2.7658], [2.1610, -2.0931, -2.1083], [6.4275, 2.3692, -4.2147], [4.7628, 1.8674, -3.6295], [5.4249, 1.5425, -5.3559], [6.3703, 0.2995, -2.7211], [6.9959, -0.0894, -4.3740], [4.6029, -0.9288, -6.0048], [2.4530, -2.1788, -5.0421], [4.5829, -0.8141, -1.7631], [2.6322, -1.8380, -1.1456], [2.0921, -3.1588, -2.2539], [1.3315, -1.4922, -2.3679], [4.0550, -1.8930, 2.3773], [4.6776, -0.5399, 2.2481], [4.0020, 0.3378, 3.2704], [4.4669, 0.3567, 4.5213], [3.7733, 1.2145, 5.2558], [2.7642, 1.6279, 4.3860], [2.9346, 1.0841, 3.2247], [1.6825, 2.5011, 4.8418], [4.4435, -2.4708, 1.5713], [2.9532, -1.7015, 2.3710], [4.3687, -2.3140, 3.3287], [4.4948, -0.0048, 1.3750], [5.7348, -0.4523, 2.5065], [5.2963, -0.3340, 4.6605], [3.8102, 1.5347, 6.2484], [2.3815, 1.2861, 2.3011], [1.2507, 2.0175, 5.6963], [0.9291, 2.4401, 4.0491], [1.9646, 3.5390, 5.0528], [0.7331, 1.9581, -4.4079], [1.1717, 3.3107, -3.8258], [0.9482, 3.5447, -2.4215], [-0.2514, 3.4883, -1.6954], [0.0578, 3.8861, -0.4521], [1.4165, 4.2568, -0.4121], [1.9200, 4.0838, -1.6385], [2.2159, 4.3689, 0.8150], [0.9291, 2.0374, -5.4767], [-0.2942, 1.6399, -4.2710], [1.4219, 1.2726, -3.9563], [0.7393, 4.0918, -4.4306], [2.2439, 3.3498, -4.0752], [-1.1128, 2.9347, -2.0107], [-0.6724, 3.8822, 0.3818], [2.8876, 4.3007, -1.9793], [3.0304, 5.0046, 0.5618], [2.6778, 3.4219, 1.1015], [1.5082, 4.8623, 1.5181], [-4.7372, 4.4102, -3.5526], [-4.3958, 2.9529, -3.0451], [-4.6241, 2.8505, -1.5342], [-4.0767, 1.8287, -0.7466], [-4.1239, 2.2884, 0.5363], [-4.7255, 3.4995, 0.5368], [-4.9868, 3.8896, -0.7223], [-5.0633, 4.3035, 1.7684], [-5.6425, 4.8916, -3.1008], [-4.8462, 4.2734, -4.6179], [-3.9246, 5.0838, -3.3685], [-3.3794, 2.6314, -3.1057], [-4.9266, 2.2099, -3.5571], [-3.5588, 0.9501, -1.1535], [-3.9148, 1.9225, 1.5045], [-5.3903, 4.8466, -1.0643], [-5.1315, 5.3715, 1.5557], [-4.3637, 3.9988, 2.5380], [-6.0643, 3.9798, 2.1192], [1.0255, -8.3391, 0.3985], [-0.0767, -7.9102, 1.3929], [-0.0402, -6.4884, 1.6750], [0.4719, -5.8289, 2.7672], [0.3377, -4.5150, 2.4181], [-0.0218, -4.3951, 1.0720], [-0.3349, -5.6396, 0.6947], [-0.2054, -3.1549, 0.2125], [0.6016, -8.1293, -0.5394], [1.2829, -9.3861, 0.5249], [1.9240, -7.7588, 0.5690], [0.1026, -8.4300, 2.3524], [-1.0884, -8.2453, 1.1399], [1.0284, -6.2757, 3.5717], [0.4486, -3.5498, 2.9440], [-0.7991, -5.8927, -0.2097], [-1.2077, -3.0117, -0.0608], [0.3674, -3.2891, -0.6882], [0.0189, -2.2486, 0.7588], [-1.8234, 3.1568, 2.7186], [1.7927, 0.3147, 0.0478], [2.9002, 1.0051, -0.5133], [2.9902, 1.0123, -1.7219], [3.7645, 1.3804, 0.3040], [0.9374, 0.3593, -0.4152], [-0.3330, 0.5883, 3.4279], [-0.0168, -0.5125, 2.7375], [-0.6230, -0.6317, 1.6046], [0.8265, -1.2766, 3.2205], [-0.8926, 1.2390, 2.9419], [-1.0313, 0.7824, -0.6254], [-1.2812, -0.0873, -1.7242], [-1.0479, -1.3234, -1.7091], [-1.9110, 0.5505, -2.6254], [-0.8272, 0.3228, 0.2684]],
  "charge": 2,
  "e_homo_ev": -11.77,
  "homo_lumo_gap_ev": 8.31
}